Record 1
Below is a structure of composition C32H52GeN4PRbSe, with properties calculated with ωB97M-V/def2-TZVPD.

The geometry in ORCA input format:
```
! RIJCOSX wB97M-V def2-TZVPD def2/J DEFGRID3
* xyz 0 1
Rb 0.136 -0.098 -0.174
N -2.635 -0.561 0.524
C -3.220 0.426 1.440
C -2.178 1.118 2.308
N -1.133 1.867 1.594
C -0.131 2.355 2.550
C 0.809 1.292 3.103
N 1.825 0.894 2.113
C -1.715 2.962 0.809
C -1.954 2.635 -0.658
N -0.677 2.504 -1.380
H -3.381 -1.112 0.116
H -2.064 -1.228 1.078
H -3.935 -0.015 2.143
H -3.783 1.170 0.870
H -1.695 0.358 2.923
H -2.719 1.796 2.989
H -0.618 2.866 3.397
H 0.484 3.103 2.041
H 0.265 0.393 3.392
H 1.250 1.696 4.019
H 2.353 0.100 2.458
H 2.489 1.647 1.972
H -1.046 3.826 0.854
H -2.668 3.290 1.248
H -2.600 3.417 -1.071
H -2.485 1.686 -0.747
H -0.121 3.346 -1.273
H -0.850 2.418 -2.375
C 3.365 -2.261 1.305
C 3.686 -3.366 0.324
C 4.963 -3.920 0.318
C 5.297 -4.962 -0.534
C 4.337 -5.475 -1.392
C 3.059 -4.932 -1.395
C 2.716 -3.875 -0.555
P 1.030 -3.128 -0.448
C 0.245 -3.529 -2.066
C 1.034 -3.359 -3.211
C 0.516 -3.481 -4.491
C -0.833 -3.768 -4.649
C -1.632 -3.903 -3.526
C -1.128 -3.778 -2.228
C -2.102 -3.873 -1.073
C 0.260 -4.168 0.820
C 0.268 -5.561 0.681
C -0.393 -6.398 1.553
C -1.082 -5.799 2.625
C -1.085 -4.441 2.802
C -0.414 -3.539 1.914
C -0.515 -2.139 2.126
H 4.243 -2.017 1.906
H 2.553 -2.548 1.982
H 3.042 -1.354 0.788
H 5.708 -3.523 0.999
H 6.299 -5.375 -0.522
H 4.576 -6.298 -2.054
H 2.318 -5.339 -2.073
H 2.087 -3.145 -3.088
H 1.159 -3.353 -5.354
H -1.262 -3.879 -5.638
H -2.692 -4.103 -3.648
H -3.121 -3.757 -1.446
H -1.921 -3.101 -0.322
H -2.033 -4.827 -0.548
H 0.803 -6.000 -0.157
H -0.376 -7.471 1.423
H -1.615 -6.424 3.333
H -1.619 -4.011 3.644
H 0.173 -1.469 1.642
H -0.913 -1.800 3.080
C 4.054 -1.360 -4.667
Ge 4.911 -0.040 -3.528
C 5.199 -0.788 -1.763
C 6.593 0.497 -4.350
C 3.844 1.593 -3.335
Se 2.140 1.430 -2.396
C 1.065 0.688 -3.846
H 4.710 -2.229 -4.762
H 3.865 -0.959 -5.666
H 3.113 -1.695 -4.237
H 5.833 -1.675 -1.824
H 4.245 -1.084 -1.320
H 5.680 -0.057 -1.109
H 7.255 -0.363 -4.466
H 7.102 1.242 -3.735
H 6.411 0.927 -5.337
H 3.684 2.096 -4.289
H 4.420 2.279 -2.711
H 1.619 -0.092 -4.355
H 0.785 1.467 -4.550
H 0.167 0.242 -3.421
*
```

Orbital gap: 5.15 eV
E_HOMO: -5.22 eV
Molar mass: 760.81 g mol⁻¹
LUMO level: -0.1 eV
Max |F|: 0.01752 hartree/bohr

Record 2
Below is a structure of composition C28H55GaN6OSi, with properties calculated with ωB97M-V/def2-TZVPD.

The geometry in ORCA input format:
```
! RIJCOSX wB97M-V def2-TZVPD def2/J DEFGRID3
* xyz 0 1
Ga -0.475 -1.401 -0.650
C 3.613 1.329 -1.118
N 3.479 -0.143 -1.688
C 4.502 -0.544 -2.635
C 2.238 -0.936 -1.653
N 1.531 -1.408 -0.605
C 1.827 -1.433 0.875
C 3.131 -1.547 1.363
C 3.394 -1.540 2.715
C 2.342 -1.411 3.616
C 1.043 -1.357 3.157
C 0.737 -1.446 1.785
N -0.574 -1.449 1.316
C -1.635 -1.984 2.020
N -3.004 -1.770 1.627
C -3.335 -0.754 0.676
C -3.782 -2.981 1.407
N -1.512 -2.706 3.194
C -2.331 -2.418 4.343
C -0.767 -3.944 3.222
N 1.741 -1.315 -2.941
C 0.763 -2.398 -2.950
C 1.398 -0.291 -3.953
H 4.626 1.424 -0.634
H 2.680 1.593 -0.317
H 3.567 2.266 -1.977
H 5.485 -0.297 -2.235
H 4.390 -0.042 -3.603
H 4.475 -1.623 -2.799
H 3.953 -1.629 0.663
H 4.415 -1.608 3.066
H 2.539 -1.365 4.680
H 0.236 -1.257 3.866
H -2.851 0.225 0.852
H -4.429 -0.621 0.634
H -2.944 -1.047 -0.569
H -3.667 -3.684 2.233
H -3.471 -3.475 0.484
H -4.841 -2.733 1.332
H -2.635 -1.373 4.343
H -1.762 -2.596 5.263
H -3.232 -3.045 4.376
H -0.230 -4.103 2.288
H -1.442 -4.800 3.368
H -0.041 -3.942 4.042
H 1.114 -3.236 -2.349
H 0.637 -2.758 -3.971
H -0.221 -2.088 -2.589
H 2.222 0.393 -4.135
H 0.523 0.335 -3.565
H 1.170 -0.768 -4.910
C -1.807 3.346 1.285
C -1.369 1.878 1.317
C -2.599 1.033 1.834
C -0.294 1.693 2.376
Si -0.573 1.270 -0.570
C 1.357 1.888 -0.723
C 1.849 1.663 -2.258
C 2.364 0.864 0.407
C 1.573 3.357 -0.363
C -1.734 1.717 -2.160
C -3.208 1.465 -1.837
C -1.563 3.184 -2.568
C -1.443 0.787 -3.404
H -2.128 3.675 2.281
H -2.649 3.508 0.607
H -0.996 4.006 0.967
H -2.862 1.328 2.865
H -2.271 -0.135 1.843
H -3.495 1.197 1.238
H -0.693 1.931 3.370
H 0.558 2.356 2.215
H 0.069 0.677 2.409
H 1.667 0.695 -2.556
H 3.142 1.870 -2.437
H 1.318 2.347 -2.934
H 2.240 -0.164 0.155
H 2.133 1.012 1.469
H 3.657 1.114 0.296
H 0.961 4.008 -0.988
H 2.624 3.649 -0.509
H 1.327 3.564 0.679
H -3.579 2.150 -1.068
H -3.384 0.448 -1.503
H -3.825 1.627 -2.727
H -1.777 3.862 -1.737
H -2.245 3.444 -3.388
H -0.549 3.396 -2.916
H -1.559 -0.264 -3.124
H -0.449 0.847 -3.922
H -2.180 1.016 -4.183
O -2.197 -1.609 -0.698
*
```

Orbital gap (alpha / beta): 4.96 / 5.40 eV
E_HOMO (alpha / beta): -4.78 / -5.18 eV
Molar mass: 589.60 g mol⁻¹
LUMO level (alpha / beta): 0.2 / 0.2 eV
Max |F|: 0.17848 hartree/bohr

Record 3
Below is a cluster of 2 separate species, C3H12N2OS in total, with properties calculated with ωB97M-V/def2-TZVPD.

The geometry in ORCA input format:
```
! RIJCOSX wB97M-V def2-TZVPD def2/J DEFGRID3
* xyz 0 1
N -1.228 -0.138 0.764
C 0.200 -0.571 0.726
C 0.360 -1.998 0.245
S 2.028 -2.832 0.315
C 0.961 0.586 -0.210
N 0.080 0.577 -1.455
H -1.399 0.316 -0.164
H -1.833 -0.796 1.126
H 0.647 -0.381 1.778
H -0.207 -2.596 0.953
H -0.043 -2.000 -0.806
H 2.649 -1.587 0.109
H 1.985 0.528 0.057
H 0.755 1.470 0.309
H 0.283 1.445 -2.044
H 0.138 -0.271 -1.971
H -2.308 3.380 0.207
H -1.158 2.394 -0.282
O -1.911 2.474 0.341
*
```

Orbital gap: 9.19 eV
E_HOMO: -8.55 eV
Structure (SMILES): NC[C@@H](N)CS.O
Molar mass: 124.21 g mol⁻¹
LUMO level: 0.6 eV
Max |F|: 0.10445 hartree/bohr

Record 4
Below is the molecule C3H3IO2, with properties calculated with ωB97M-V/def2-TZVPD.

The geometry in ORCA input format:
```
! RIJCOSX wB97M-V def2-TZVPD def2/J DEFGRID3
* xyz 0 1
C 0.751 0.366 -1.027
C -0.878 -0.077 0.820
C 0.090 -0.546 -0.146
O 1.148 0.031 -2.402
O 0.403 -0.432 1.179
I 1.160 2.255 -0.209
H -1.076 0.871 1.229
H -1.596 -0.830 1.036
H -0.002 -1.637 -0.479
*
```

Orbital gap: 9.30 eV
E_HOMO: -10.07 eV
Structure (SMILES): O=C(I)[C@@H]1CO1
Molar mass: 197.96 g mol⁻¹
LUMO level: -0.8 eV
Max |F|: 0.20345 hartree/bohr